1.
ORCA calculation (ωB97M-V/def2-TZVPD) on an isolated molecule of C2H8Br2Si3.

Structure (XYZ):
```
15
Properties=species:S:1:pos:R:3:lowdin_charge:R:1
Br -2.074 -2.679 0.036 0.250
Si -0.090 -1.818 0.680 0.127
C 0.821 -1.160 -0.897 -0.552
Si 1.142 0.699 -0.854 0.467
C -0.450 1.328 -0.192 -0.604
Si -0.960 0.489 1.401 0.245
Br -0.994 2.337 3.113 0.027
H 0.870 -2.781 1.478 -0.035
H 0.335 -1.231 -1.867 0.014
H 1.757 -1.839 -0.993 0.050
H 1.377 1.306 -2.361 -0.012
H 2.431 1.250 -0.196 -0.032
H -0.362 2.491 -0.061 0.066
H -1.225 1.382 -0.942 0.029
H -2.578 0.226 1.655 -0.040
```

Values from the calculation:
Frontier orbital gap, eV: 8.67
Net charge: 0
Largest force on an atom, hartree/bohr: 0.06669
ΔE to the lowest compared entry with this formula, charge and spin, kcal per mole: 27.9
Total energy, eV: -165922.296


2.
ORCA calculation (ωB97M-V/def2-TZVPD) on a structure of composition C33H82Cr2N8O16.

Structure (XYZ):
```
141
Properties=species:S:1:pos:R:3:lowdin_charge:R:1
Cr -17.012 -7.824 -23.532 1.122
Cr -16.061 -9.847 -27.040 0.743
C -18.873 -6.962 -27.380 0.031
C -18.437 -7.663 -26.087 -0.641
O -18.439 -7.131 -24.971 -0.084
O -17.739 -8.685 -26.099 -0.118
H -19.430 -6.050 -27.163 0.064
H -19.524 -7.653 -27.915 0.074
H -18.110 -6.555 -28.043 0.085
N -16.410 -8.198 -29.913 -0.686
O -15.730 -8.206 -30.844 0.092
O -17.614 -7.969 -30.016 -0.024
O -16.019 -8.738 -28.920 -0.137
C -22.129 -6.770 -24.516 -0.742
O -21.606 -7.041 -23.474 0.044
N -23.401 -6.608 -24.747 0.188
N -21.476 -6.397 -25.630 0.189
H -23.953 -6.983 -23.988 0.125
H -23.725 -6.418 -25.685 0.091
H -22.078 -6.370 -26.441 0.043
H -20.490 -6.581 -25.745 0.044
C -24.677 -13.312 -28.821 -0.099
O -23.792 -12.995 -29.869 -0.214
C -23.143 -14.088 -30.505 -0.216
C -21.811 -13.488 -31.055 -0.222
N -22.346 -12.515 -32.029 -0.027
C -21.148 -11.680 -32.477 -0.165
C -21.070 -10.402 -31.680 -0.173
O -20.400 -10.747 -30.405 -0.176
C -20.493 -9.720 -29.501 -0.167
H -24.079 -13.578 -27.950 0.075
H -25.354 -14.114 -29.117 0.093
H -25.211 -12.422 -28.488 0.084
H -23.690 -14.638 -31.271 0.124
H -22.858 -14.909 -29.847 0.110
H -21.394 -14.383 -31.518 0.109
H -21.063 -13.177 -30.327 0.110
H -22.883 -12.049 -31.312 0.068
H -21.394 -11.400 -33.502 0.108
H -20.218 -12.249 -32.479 0.121
H -22.051 -9.937 -31.577 0.116
H -20.431 -9.648 -32.140 0.123
H -21.504 -9.497 -29.162 0.071
H -20.078 -8.790 -29.890 0.077
H -19.970 -10.031 -28.596 0.078
C -26.806 -3.696 -26.646 -0.090
O -25.755 -4.375 -27.397 -0.187
C -24.449 -3.718 -27.428 -0.206
C -23.395 -4.510 -28.178 -0.230
N -23.258 -5.926 -27.936 -0.071
C -22.276 -6.539 -28.912 -0.136
C -22.614 -6.515 -30.398 -0.212
O -21.817 -5.515 -30.963 -0.220
C -22.100 -5.219 -32.300 -0.096
H -27.382 -3.021 -27.279 0.081
H -26.640 -3.144 -25.720 0.085
H -27.564 -4.434 -26.385 0.080
H -24.074 -3.628 -26.408 0.106
H -24.472 -2.643 -27.608 0.127
H -22.429 -4.025 -28.040 0.130
H -23.835 -4.290 -29.151 0.121
H -24.234 -6.054 -28.166 0.108
H -22.197 -7.553 -28.520 0.093
H -21.329 -6.018 -28.765 0.109
H -23.652 -6.386 -30.705 0.125
H -22.315 -7.359 -31.019 0.109
H -21.807 -6.058 -32.930 0.095
H -21.467 -4.353 -32.497 0.095
H -23.125 -4.861 -32.398 0.092
C -16.401 0.339 -28.789 -0.064
O -16.609 0.261 -30.254 -0.204
C -17.992 0.106 -30.730 -0.193
C -18.777 -1.038 -30.047 -0.240
N -18.129 -2.284 -30.454 -0.032
C -18.429 -3.455 -29.508 -0.131
C -17.520 -3.641 -28.199 -0.224
O -16.153 -3.911 -28.531 -0.161
C -15.469 -3.968 -27.273 -0.113
H -15.342 0.544 -28.633 0.088
H -16.585 -0.622 -28.307 0.053
H -17.085 1.067 -28.354 0.087
H -18.128 0.039 -31.809 0.121
H -18.557 1.013 -30.518 0.107
H -19.793 -0.900 -30.417 0.114
H -18.707 -0.836 -28.979 0.092
H -17.139 -2.117 -30.560 0.097
H -18.253 -4.369 -30.074 0.103
H -19.476 -3.490 -29.206 0.100
H -17.846 -4.523 -27.648 0.074
H -17.751 -2.779 -27.572 0.104
H -15.569 -2.972 -26.842 0.079
H -14.424 -4.030 -27.578 0.095
H -15.711 -4.694 -26.496 0.069
C -23.496 -10.496 -25.025 -0.083
O -22.076 -10.544 -24.750 -0.202
C -21.295 -10.563 -25.932 -0.206
C -19.863 -11.161 -25.605 -0.181
N -19.789 -12.606 -25.720 -0.067
C -20.789 -13.493 -25.057 -0.137
C -20.287 -14.881 -25.532 -0.161
O -19.378 -15.535 -24.527 -0.167
C -18.684 -16.537 -25.176 -0.180
H -23.844 -9.611 -25.557 0.078
H -24.027 -10.579 -24.077 0.086
H -23.851 -11.387 -25.542 0.076
H -21.158 -9.536 -26.269 0.099
H -21.702 -11.132 -26.767 0.120
H -19.429 -10.617 -24.766 0.081
H -19.221 -10.796 -26.406 0.082
H -19.127 -13.043 -26.346 0.099
H -21.765 -13.333 -25.515 0.103
H -20.768 -13.515 -23.967 0.120
H -19.664 -14.725 -26.413 0.093
H -21.039 -15.561 -25.933 0.119
H -17.989 -17.071 -24.529 0.090
H -18.083 -16.327 -26.061 0.081
H -19.359 -17.291 -25.582 0.084
C -16.842 -4.707 -23.141 -0.069
O -17.424 -5.872 -22.631 -0.325
C -18.696 -5.803 -21.939 -0.121
C -18.956 -7.185 -21.281 -0.143
N -18.984 -8.151 -22.391 -0.082
C -19.078 -9.565 -21.898 -0.120
C -20.542 -9.946 -21.380 -0.185
O -20.738 -9.396 -20.078 -0.203
C -22.167 -9.378 -19.869 -0.075
H -15.814 -4.924 -23.431 0.102
H -16.935 -3.790 -22.560 0.110
H -17.425 -4.540 -24.047 0.097
H -19.498 -5.396 -22.555 0.139
H -18.455 -5.125 -21.121 0.134
H -19.900 -7.264 -20.742 0.130
H -18.239 -7.320 -20.471 0.136
H -19.745 -7.859 -22.986 0.077
H -18.436 -9.748 -21.036 0.123
H -18.753 -10.224 -22.703 0.096
H -20.559 -11.013 -21.159 0.131
H -21.181 -9.638 -22.207 0.110
H -22.327 -8.912 -18.896 0.095
H -22.491 -10.418 -19.848 0.089
H -22.727 -8.886 -20.665 0.087
```

Values from the calculation:
Frontier orbital gap (alpha / beta), eV: 4.91 / 5.35
Net charge: +1
Largest force on an atom, hartree/bohr: 0.15786
Multiplicity: 10
Total energy, eV: -137051.586


3.
ORCA calculation (ωB97M-V/def2-TZVPD) on a cluster of 2 separate species, C4H12NOPS2 in total.

Structure (XYZ):
```
21
Properties=species:S:1:pos:R:3:lowdin_charge:R:1
C -2.120 -1.476 0.965 -0.077
C -1.633 -0.911 -0.463 -0.212
C -1.344 0.588 -0.482 -0.199
N -0.646 1.170 0.325 -0.062
C -0.226 2.568 0.195 -0.073
H -2.168 -2.600 0.903 0.085
H -1.382 -1.193 1.689 0.033
H -3.090 -0.812 1.106 0.108
H -2.197 -1.273 -1.297 0.088
H -0.633 -1.396 -0.560 0.046
H -1.785 1.092 -1.370 0.134
H -0.786 3.170 0.967 0.105
H 0.830 2.554 0.275 0.011
H -0.350 2.936 -0.887 0.107
O 1.144 -0.581 0.926 -0.528
P 1.905 -0.860 -0.439 0.236
S 3.230 -2.387 0.206 0.353
S 3.191 1.020 -0.449 0.280
H 0.331 0.115 0.839 0.021
H 4.013 -2.272 -0.854 -0.219
H 3.717 0.546 -1.595 -0.238
```

Values from the calculation:
Frontier orbital gap, eV: 8.87
Net charge: 0
Largest force on an atom, hartree/bohr: 0.10029
ΔE to the lowest compared entry with this formula, charge and spin, kcal per mole: 24.4
Total energy, eV: -38839.120


4.
ORCA calculation (ωB97M-V/def2-TZVPD) on a cluster of 2 separate species, ClH2NOS2 in total.

Structure (XYZ):
```
7
Properties=species:S:1:pos:R:3:lowdin_charge:R:1
N -0.767 -0.562 -2.752 -0.300
O 0.931 1.075 -3.664 -0.517
S 0.188 0.283 2.875 0.172
S 0.438 0.402 -2.473 0.830
Cl 0.504 -1.369 4.030 -0.017
H -0.242 1.196 3.861 -0.155
H -1.053 -1.026 -1.877 -0.012
```

Values from the calculation:
Frontier orbital gap, eV: 8.95
Net charge: 0
Largest force on an atom, hartree/bohr: 0.04714
ΔE to the lowest compared entry with this formula, charge and spin, kcal per mole: 10.1
Total energy, eV: -37761.344


5.
ORCA calculation (ωB97M-V/def2-TZVPD) on a cluster of 5 separate species, C2H14O4S2 in total.

Structure (XYZ):
```
22
Properties=species:S:1:pos:R:3:lowdin_charge:R:1
C 0.568 0.264 0.820 -0.431
S 0.255 -1.494 1.207 0.461
S -1.315 -2.180 -0.016 0.457
C -1.128 -1.231 -1.529 -0.478
H 0.455 0.779 1.780 0.030
H 0.067 0.625 -0.075 0.032
H 1.642 0.374 0.708 0.011
H -1.214 -0.162 -1.412 0.019
H -1.892 -1.565 -2.223 0.035
H -0.178 -1.401 -2.084 0.047
O -1.288 2.993 2.399 -0.057
H -1.456 3.775 1.882 0.031
H -1.963 2.337 2.150 -0.008
O 2.570 0.979 -1.243 -0.075
H 2.400 0.053 -1.052 -0.023
H 3.273 0.893 -1.911 0.055
O 2.563 -2.140 -1.417 -0.069
H 3.122 -2.760 -0.930 0.054
H 1.820 -2.068 -0.805 -0.040
O -2.724 0.859 1.011 -0.058
H -2.464 -0.056 0.900 -0.029
H -3.112 1.125 1.842 0.038
```

Values from the calculation:
Frontier orbital gap, eV: 8.99
Net charge: 0
Largest force on an atom, hartree/bohr: 0.03280
ΔE to the lowest compared entry with this formula, charge and spin, kcal per mole: 22.7
Total energy, eV: -32161.076


6.
ORCA calculation (ωB97M-V/def2-TZVPD) on a cluster of 10 separate species, C22H65NO10 in total.

Structure (XYZ):
```
98
Properties=species:S:1:pos:R:3:lowdin_charge:R:1
C 26.380 -15.243 -18.956 -0.084
O 27.727 -14.871 -19.206 -0.170
C 28.441 -15.923 -19.807 -0.232
C 29.913 -15.589 -19.767 -0.435
C 30.259 -14.403 -20.667 -0.060
N 30.730 -16.774 -20.031 0.038
H 25.930 -14.412 -18.416 0.088
H 26.383 -16.124 -18.307 0.074
H 25.864 -15.460 -19.893 0.075
H 28.264 -16.884 -19.303 0.106
H 28.086 -16.066 -20.843 0.119
H 30.105 -15.290 -18.731 0.143
H 29.802 -13.477 -20.319 0.077
H 29.923 -14.605 -21.691 0.079
H 31.334 -14.234 -20.760 0.071
H 30.747 -16.982 -21.025 0.074
H 31.694 -16.581 -19.788 0.070
C 21.409 -16.051 -22.001 -0.082
C 21.086 -14.586 -21.728 -0.322
O 19.695 -14.381 -21.925 -0.077
H 22.443 -16.185 -21.682 0.053
H 21.268 -16.322 -23.046 0.083
H 20.748 -16.691 -21.413 0.067
H 21.686 -13.988 -22.424 0.105
H 21.380 -14.344 -20.703 0.104
H 19.478 -13.473 -21.698 0.081
C 22.378 -20.734 -14.825 -0.085
C 23.407 -19.661 -15.098 -0.340
O 24.030 -19.331 -13.860 -0.076
H 21.940 -21.092 -15.756 0.071
H 21.576 -20.333 -14.205 0.076
H 22.843 -21.557 -14.282 0.078
H 22.928 -18.762 -15.507 0.097
H 24.133 -19.986 -15.853 0.110
H 24.547 -18.529 -13.960 0.065
C 25.255 -16.161 -22.889 -0.086
C 25.042 -14.864 -23.652 -0.309
O 26.265 -14.140 -23.763 -0.078
H 25.698 -15.973 -21.913 0.048
H 25.990 -16.764 -23.437 0.074
H 24.375 -16.799 -22.815 0.058
H 24.370 -14.200 -23.108 0.103
H 24.614 -15.067 -24.638 0.113
H 26.817 -14.582 -24.415 0.080
C 22.878 -22.784 -21.841 -0.090
C 21.997 -24.002 -21.945 -0.316
O 21.592 -24.137 -23.317 -0.089
H 23.647 -22.843 -22.609 0.059
H 23.328 -22.728 -20.847 0.079
H 22.318 -21.855 -21.961 0.067
H 21.092 -23.917 -21.334 0.109
H 22.539 -24.899 -21.631 0.110
H 21.157 -24.989 -23.408 0.076
C 22.796 -19.119 -20.365 -0.080
C 22.992 -18.383 -19.056 -0.317
O 24.284 -17.825 -19.027 -0.090
H 23.096 -18.518 -21.223 0.056
H 21.734 -19.360 -20.458 0.069
H 23.353 -20.057 -20.389 0.063
H 22.849 -19.106 -18.242 0.106
H 22.230 -17.600 -18.953 0.097
H 24.465 -17.346 -18.208 0.029
C 22.846 -14.850 -17.277 -0.082
C 23.733 -15.260 -16.130 -0.266
O 24.449 -16.470 -16.514 -0.115
H 23.403 -14.757 -18.211 0.069
H 22.373 -13.899 -17.031 0.082
H 22.070 -15.589 -17.492 0.071
H 23.178 -15.397 -15.201 0.115
H 24.508 -14.501 -15.988 0.113
H 24.954 -16.679 -15.721 0.087
C 25.777 -21.377 -23.928 -0.097
C 24.907 -20.130 -23.959 -0.317
O 24.471 -19.864 -25.291 -0.076
H 26.653 -21.277 -24.569 0.078
H 25.235 -22.258 -24.285 0.067
H 26.130 -21.617 -22.922 0.066
H 25.535 -19.280 -23.693 0.084
H 24.075 -20.200 -23.255 0.098
H 23.772 -20.486 -25.513 0.082
C 26.852 -18.951 -21.088 -0.079
C 27.031 -19.393 -19.656 -0.324
O 28.308 -19.970 -19.421 -0.072
H 27.578 -18.179 -21.364 0.062
H 25.847 -18.553 -21.245 0.056
H 26.997 -19.750 -21.815 0.060
H 26.274 -20.121 -19.362 0.111
H 26.850 -18.545 -18.985 0.082
H 28.980 -19.294 -19.554 0.063
C 18.625 -18.907 -19.019 -0.097
C 17.547 -17.850 -18.824 -0.318
O 16.536 -17.967 -19.822 -0.079
H 19.443 -18.801 -18.298 0.066
H 19.056 -18.823 -20.019 0.062
H 18.242 -19.919 -18.883 0.073
H 18.014 -16.863 -18.862 0.107
H 17.063 -17.991 -17.859 0.108
H 16.797 -17.427 -20.573 0.080
```

Values from the calculation:
Frontier orbital gap, eV: 9.72
Net charge: 0
Largest force on an atom, hartree/bohr: 0.02408
ΔE to the lowest compared entry with this formula, charge and spin, kcal per mole: 9.3
Total energy, eV: -45830.406


7.
ORCA calculation (ωB97M-V/def2-TZVPD) on a structure of composition C31H32N3O2RuSbSe3.

Structure (XYZ):
```
73
Properties=species:S:1:pos:R:3:lowdin_charge:R:1
Ru -0.234 -0.041 -0.083 0.271
O -4.967 1.054 2.964 -0.039
C -3.680 1.567 3.264 -0.223
C -2.685 1.003 2.228 -0.566
C -1.366 1.645 2.646 -0.185
O -0.243 1.388 1.788 -0.211
C -2.737 -0.522 2.334 -0.517
Se -1.240 -1.534 1.607 0.610
C -3.182 1.462 0.860 -0.468
Se -2.055 1.224 -0.712 0.768
H -5.602 1.393 3.602 0.103
H -3.364 1.264 4.268 0.134
H -3.677 2.662 3.220 0.131
H -1.111 1.301 3.652 0.141
H -1.522 2.728 2.671 0.138
H 0.446 2.032 1.979 0.105
H -3.670 -0.870 1.897 0.059
H -2.753 -0.804 3.389 0.069
H -3.419 2.528 0.879 0.077
H -4.103 0.931 0.629 0.070
C 3.556 -2.227 1.746 -0.002
C 2.472 -1.430 1.173 -0.188
N 1.605 -0.821 0.742 0.013
H 4.182 -1.604 2.381 0.096
H 4.154 -2.654 0.942 0.081
H 3.129 -3.032 2.340 0.103
Se 2.704 1.495 -0.875 1.131
N 1.053 1.151 -1.483 -0.361
C 0.993 1.624 -2.715 -0.355
C -0.149 1.588 -3.586 -0.061
C -0.039 2.118 -4.821 -0.041
C 1.182 2.721 -5.305 -0.048
C 2.279 2.793 -4.529 -0.012
C 2.214 2.253 -3.196 -0.370
N 3.221 2.289 -2.350 -0.225
H -1.076 1.139 -3.262 0.031
H -0.900 2.090 -5.477 0.112
H 1.205 3.120 -6.310 0.112
H 3.204 3.242 -4.865 0.120
C -1.115 -1.021 -6.545 -0.076
C 0.051 -1.605 -6.073 -0.070
C 0.200 -1.871 -4.716 -0.108
C -0.821 -1.548 -3.829 -0.371
C -1.998 -0.971 -4.309 -0.151
C -2.143 -0.708 -5.663 -0.079
Sb -0.695 -1.899 -1.741 1.453
C 0.949 -3.241 -1.573 -0.360
C 2.226 -2.790 -1.912 -0.163
C 3.339 -3.588 -1.684 -0.096
C 3.186 -4.837 -1.093 -0.084
C 1.922 -5.282 -0.730 -0.069
C 0.806 -4.487 -0.970 -0.109
C -2.385 -3.143 -1.658 -0.379
C -3.505 -2.819 -0.901 -0.137
C -4.630 -3.634 -0.953 -0.067
C -4.627 -4.771 -1.747 -0.071
C -3.508 -5.091 -2.507 -0.071
C -2.389 -4.272 -2.475 -0.126
H -1.229 -0.820 -7.602 0.109
H 0.846 -1.862 -6.761 0.109
H 1.110 -2.342 -4.365 0.087
H -2.809 -0.730 -3.629 0.102
H -3.061 -0.269 -6.032 0.111
H 2.362 -1.805 -2.349 0.093
H 4.322 -3.238 -1.972 0.110
H 4.051 -5.464 -0.920 0.109
H 1.801 -6.252 -0.267 0.110
H -0.177 -4.846 -0.685 0.101
H -3.497 -1.944 -0.267 0.055
H -5.505 -3.382 -0.368 0.109
H -5.501 -5.408 -1.779 0.109
H -3.510 -5.975 -3.132 0.109
H -1.528 -4.515 -3.088 0.105
```

Values from the calculation:
Frontier orbital gap (alpha / beta), eV: 6.30 / 5.67
Net charge: +1
Largest force on an atom, hartree/bohr: 0.02075
ΔE to the lowest compared entry with this formula, charge and spin, kcal per mole: 11.2
Multiplicity: 2
Total energy, eV: -246383.721


8.
ORCA calculation (ωB97M-V/def2-TZVPD) on a structure of composition C6H7HgO5.

Structure (XYZ):
```
19
Properties=species:S:1:pos:R:3:lowdin_charge:R:1
O 2.123 -0.327 1.048 -0.447
Hg 2.254 1.082 -0.132 1.362
O 4.007 0.736 -1.308 -0.097
C 4.957 0.345 -1.791 0.152
C 1.224 -1.383 0.977 -0.334
C 1.129 -1.999 -0.428 -0.158
H 1.526 -2.195 1.662 0.134
H 0.210 -1.078 1.305 0.120
H 2.086 -2.480 -0.676 0.125
H 0.367 -2.795 -0.439 0.139
C 0.828 -1.009 -1.517 -0.064
C 0.122 0.106 -1.337 -0.153
O -0.074 1.008 -2.392 0.124
C 0.657 2.094 -2.362 -0.568
O 1.536 2.312 -1.528 -0.053
O 0.358 2.895 -3.336 0.253
H 1.246 -1.186 -2.513 0.143
H -0.403 0.394 -0.422 0.150
H 1.130 3.410 -3.616 0.173
```

Values from the calculation:
Frontier orbital gap, eV: 9.63
Net charge: +1
Largest force on an atom, hartree/bohr: 0.09619
Total energy, eV: -20737.226


- What is the largest force on an atom in the seventh record?
  0.02075 hartree/bohr


- Which value of largest force on an atom does entry 7 give?
  0.02075 hartree/bohr


- Number 4 is which compound?
  ClH2NOS2


- The lowest total energy belongs to which entry?
  C31H32N3O2RuSbSe3